Entry 1:
Computed, not measured: C30H31Cl2N4O9S3Zr as an isolated structure in a non-equilibrium geometry, with wB97M-V/def2-TZVPD.

Last column: Mulliken charge in e.
Geometry (Å):
Zr (-1.755, 0.648, -1.146)  -0.0449
S (1.656, -0.671, -0.878)  0.0197
C (1.449, 0.032, 0.613)  -0.3353
N (2.111, 1.100, 1.033)  0.6448
C (1.727, 1.779, 2.266)  -0.9739
C (1.437, 0.763, 3.324)  -0.7701
N (0.408, -0.163, 2.837)  0.4940
C (-0.578, -0.632, 3.828)  -1.8000
C (-0.063, -1.785, 4.659)  0.7275
C (0.874, -1.572, 5.668)  -0.1409
C (1.343, -2.631, 6.430)  -0.7926
C (0.868, -3.916, 6.198)  -0.4034
C (-0.071, -4.134, 5.200)  -0.8027
C (-0.532, -3.074, 4.431)  -0.2251
C (0.404, -0.574, 1.583)  0.5156
S (-0.663, -1.734, 1.010)  -0.4097
C (3.188, 1.739, 0.267)  -1.5420
C (4.536, 1.409, 0.862)  0.5455
C (4.954, 0.083, 0.964)  -0.1944
C (6.177, -0.220, 1.542)  -0.7710
C (6.997, 0.798, 2.019)  -0.4158
C (6.589, 2.118, 1.913)  -0.6522
C (5.358, 2.421, 1.341)  -0.3034
H (0.845, 2.400, 2.080)  0.1287
H (2.551, 2.416, 2.579)  0.5612
H (1.061, 1.255, 4.218)  0.5391
H (2.339, 0.206, 3.587)  0.3461
H (-1.468, -0.929, 3.284)  0.5813
H (-0.820, 0.222, 4.460)  0.6527
H (1.232, -0.569, 5.877)  0.3685
H (2.070, -2.453, 7.212)  0.3932
H (1.224, -4.742, 6.799)  0.3914
H (-0.448, -5.133, 5.021)  0.3844
H (-1.260, -3.245, 3.647)  0.3846
H (3.018, 2.816, 0.298)  0.4805
H (3.107, 1.404, -0.763)  0.5909
H (4.323, -0.712, 0.580)  0.3844
H (6.495, -1.252, 1.616)  0.4105
H (7.951, 0.560, 2.470)  0.3908
H (7.225, 2.915, 2.276)  0.3927
H (5.043, 3.456, 1.257)  0.3698
O (-0.114, 4.269, -1.173)  -0.6031
Cl (-1.039, 3.305, -0.735)  2.0939
O (-1.797, 3.715, 0.388)  -0.6259
O (-0.305, 2.030, -0.379)  -0.3077
O (-1.922, 2.831, -1.822)  -0.4873
O (-3.695, 1.510, -0.546)  -0.4119
Cl (-3.619, 1.149, 0.944)  1.2176
O (-3.840, 2.284, 1.774)  -0.5177
O (-2.133, 0.771, 0.965)  -0.5371
O (-3.389, -1.090, -0.645)  -0.3920
C (-4.521, -1.018, -1.524)  -1.1573
C (-4.213, -0.296, -2.808)  1.3228
C (-5.177, -0.274, -3.825)  -1.0937
C (-4.901, 0.391, -4.982)  -0.8217
C (-3.640, 0.993, -5.178)  0.7004
C (-3.302, 1.656, -6.376)  -0.8557
C (-2.048, 2.173, -6.520)  -0.8824
C (-1.089, 2.020, -5.503)  -0.7485
C (-1.372, 1.379, -4.316)  1.5096
S (-0.108, 1.114, -3.121)  -0.5227
C (-2.696, 0.895, -4.133)  -0.6585
N (-3.036, 0.288, -2.938)  0.6013
H (-4.890, -2.019, -1.740)  0.6394
H (-5.304, -0.485, -0.990)  0.3097
H (-2.815, -1.823, -0.924)  0.3102
H (-6.124, -0.777, -3.671)  0.5643
H (-5.639, 0.447, -5.774)  0.4475
H (-4.040, 1.735, -7.164)  0.4238
H (-1.777, 2.691, -7.432)  0.4038
H (-0.086, 2.405, -5.645)  0.5320
C (-0.181, -2.142, -3.994)  -1.0406
C (-0.582, -2.265, -2.564)  0.1619
N (-0.190, -3.339, -1.890)  -0.2117
O (-1.289, -1.402, -2.002)  0.2480
H (0.270, -3.056, -4.374)  0.5461
H (0.531, -1.316, -4.065)  0.1807
H (-1.044, -1.861, -4.597)  0.1533
H (0.458, -3.985, -2.308)  0.2570
H (-0.248, -3.307, -0.879)  0.1319

* HOMO-LUMO gap: 0.2498 Ha
* net charge: +1
* HOMO level: -10.01 eV


Entry 2:
Computed, not measured: C30H31Cl3N9O3PTl as an isolated structure, with wB97M-V/def2-TZVPD.

Last column: Mulliken charge in e.
Geometry (Å):
Tl (0.239, 0.319, 0.515)  1.0131
C (0.439, -4.352, -3.660)  -0.8417
N (0.827, -3.243, -2.842)  0.3522
C (2.058, -2.651, -2.801)  -0.7138
C (1.979, -1.659, -1.864)  -0.9074
N (0.739, -1.634, -1.333)  0.6959
C (0.057, -2.602, -1.914)  -0.4974
P (-1.744, -2.817, -1.697)  -0.8227
C (-1.696, -2.698, 0.116)  0.1004
N (-2.134, -1.724, 0.886)  -0.2208
C (-1.901, -2.120, 2.162)  -1.0538
C (-1.342, -3.366, 2.164)  -0.6642
N (-1.229, -3.732, 0.859)  0.3432
C (-0.602, -4.919, 0.361)  -0.7114
C (-2.184, -1.107, -2.084)  0.0977
N (-1.909, -0.043, -1.358)  0.6800
C (-2.284, 1.028, -2.090)  -0.7414
C (-2.787, 0.624, -3.292)  -1.0531
N (-2.723, -0.743, -3.293)  0.1315
C (-3.056, -1.605, -4.386)  -0.8972
H (1.151, -4.470, -4.476)  0.3265
H (-0.557, -4.173, -4.069)  0.2831
H (0.416, -5.278, -3.080)  0.2812
H (2.862, -2.983, -3.430)  0.4785
H (2.705, -0.941, -1.540)  0.6436
H (-2.132, -1.471, 2.983)  0.4718
H (-1.016, -3.995, 2.965)  0.6278
H (-0.853, -5.773, 0.989)  0.4055
H (0.484, -4.796, 0.373)  0.1627
H (-0.945, -5.109, -0.658)  0.3297
H (-2.148, 2.013, -1.697)  0.5767
H (-3.162, 1.180, -4.128)  0.4763
H (-3.855, -1.154, -4.977)  0.3498
H (-3.389, -2.570, -3.996)  0.3722
H (-2.187, -1.765, -5.036)  0.2739
Cl (4.179, 7.216, -0.858)  -0.2787
C (3.589, 5.594, -0.635)  0.3459
C (4.474, 4.606, -0.181)  -0.7613
C (4.018, 3.326, -0.065)  0.4477
Cl (5.100, 2.095, 0.466)  -0.2208
C (2.663, 2.907, -0.364)  -0.2576
O (2.344, 1.704, -0.339)  -0.3908
C (1.783, 3.996, -0.738)  1.1480
C (0.382, 3.807, -0.923)  -0.4195
O (-0.325, 2.838, -0.666)  -0.3368
C (2.281, 5.304, -0.894)  -1.0891
H (5.500, 4.849, 0.050)  0.4385
H (-0.124, 4.717, -1.336)  0.0900
H (1.605, 6.086, -1.216)  0.3536
C (-3.782, 3.648, 0.413)  -0.9669
N (-2.927, 3.125, 1.438)  0.1557
C (-2.010, 3.929, 2.198)  -0.4077
C (-1.199, 2.830, 2.949)  0.3076
O (-0.372, 3.066, 3.797)  -0.6932
N (-1.625, 1.624, 2.493)  -0.4064
C (-2.583, 1.823, 1.608)  0.4262
N (-3.261, 0.823, 1.040)  -0.2848
H (-4.240, 4.571, 0.768)  0.3512
H (-4.582, 2.938, 0.210)  0.3643
H (-3.239, 3.847, -0.517)  0.2342
H (-2.525, 4.590, 2.903)  0.3412
H (-1.339, 4.522, 1.568)  0.1971
H (-2.795, -0.096, 1.035)  0.4944
H (-3.739, 1.029, 0.179)  0.2719
Cl (2.216, -7.073, 1.714)  -0.3143
C (2.327, -5.327, 1.828)  0.1106
C (3.025, -4.611, 0.858)  -0.6550
C (3.064, -3.244, 0.919)  -0.4429
C (2.386, -2.506, 1.939)  1.5445
C (2.384, -1.131, 1.987)  -2.4573
C (1.714, -3.298, 2.921)  -0.7513
C (1.689, -4.664, 2.872)  -0.4218
H (3.533, -5.147, 0.067)  0.4000
H (3.635, -2.697, 0.184)  0.3613
H (3.006, -0.555, 1.323)  0.5281
H (1.975, -0.625, 2.847)  0.4448
H (1.213, -2.782, 3.724)  0.3968
H (1.172, -5.238, 3.630)  0.4543

* HOMO-LUMO gap: 0.1505 Ha
* net charge: -1
* HOMO level: -2.22 eV


Entry 3:
Computed, not measured: C30H31CoN4O2STe as an isolated structure, with wB97M-V/def2-TZVPD.

Last column: Löwdin spin population.
Geometry (Å):
Co (0.644, 0.241, 0.080)  0.9615
C (3.230, -2.288, -1.311)  -0.0002
C (3.325, -1.168, -2.311)  -0.0007
C (4.498, -0.972, -3.038)  0.0001
C (4.599, 0.043, -3.977)  -0.0008
C (3.507, 0.869, -4.205)  0.0001
C (2.324, 0.695, -3.495)  -0.0005
C (1.128, 1.573, -3.750)  0.0004
C (2.246, -0.315, -2.534)  0.0002
N (1.037, -0.427, -1.779)  -0.0059
C (0.071, -1.154, -2.345)  0.0034
O (0.064, -1.802, -3.394)  0.0074
C (-1.214, -1.044, -1.545)  0.0005
C (-2.467, -1.382, -2.020)  -0.0002
C (-3.573, -1.033, -1.249)  -0.0008
C (-3.406, -0.342, -0.055)  -0.0001
C (-2.115, -0.053, 0.352)  0.0006
N (-1.078, -0.448, -0.369)  -0.0044
C (-1.763, 0.824, 1.541)  0.0014
O (-2.657, 1.119, 2.338)  0.0016
N (-0.479, 1.180, 1.487)  -0.0039
C (0.032, 2.006, 2.526)  0.0007
C (0.121, 1.540, 3.841)  -0.0002
C (-0.393, 0.176, 4.212)  0.0000
C (0.682, 2.364, 4.813)  0.0001
C (1.145, 3.633, 4.499)  -0.0001
C (1.044, 4.085, 3.192)  0.0001
C (0.490, 3.285, 2.200)  0.0000
C (0.378, 3.800, 0.790)  0.0030
H (3.903, -3.101, -1.590)  0.0000
H (2.216, -2.681, -1.252)  0.0000
H (3.511, -1.943, -0.315)  0.0000
H (5.339, -1.634, -2.861)  0.0000
H (5.520, 0.189, -4.529)  -0.0001
H (3.565, 1.660, -4.945)  0.0000
H (1.376, 2.368, -4.455)  0.0000
H (0.759, 2.025, -2.828)  0.0009
H (0.302, 0.989, -4.166)  0.0000
H (-2.545, -1.873, -2.980)  0.0000
H (-4.571, -1.270, -1.600)  0.0000
H (-4.231, 0.010, 0.549)  0.0000
H (-0.068, -0.572, 3.490)  -0.0001
H (-1.485, 0.168, 4.221)  0.0000
H (-0.027, -0.115, 5.199)  0.0000
H (0.757, 1.995, 5.831)  0.0000
H (1.584, 4.261, 5.265)  0.0000
H (1.407, 5.074, 2.929)  0.0000
H (1.012, 4.678, 0.651)  0.0001
H (-0.655, 4.087, 0.565)  0.0000
H (0.669, 3.045, 0.060)  0.0039
S (2.762, 0.997, 0.805)  -0.0148
C (2.621, -0.473, 1.711)  -0.0009
C (3.552, -0.986, 2.636)  0.0006
C (3.320, -2.215, 3.208)  -0.0018
C (2.170, -2.939, 2.878)  0.0020
C (1.291, -2.361, 1.988)  0.0042
N (1.503, -1.166, 1.435)  0.0384
H (4.435, -0.405, 2.867)  0.0001
H (4.032, -2.625, 3.914)  -0.0001
H (1.963, -3.910, 3.306)  0.0005
H (0.368, -2.856, 1.704)  0.0004
C (-3.348, 2.333, -3.463)  0.0003
Te (-2.431, 2.826, -1.612)  0.0026
C (-2.411, 4.912, -2.009)  0.0003
H (-4.374, 2.692, -3.489)  0.0001
H (-3.331, 1.248, -3.558)  0.0000
H (-2.762, 2.772, -4.269)  0.0000
H (-2.210, 5.054, -3.070)  0.0000
H (-1.605, 5.360, -1.429)  0.0000
H (-3.362, 5.361, -1.735)  0.0001

* HOMO-LUMO gap (alpha / beta): 0.2513 / 0.2502 Ha
* net charge: -1
* spin multiplicity: 2
* HOMO level (alpha / beta): -4.73 / -4.70 eV
* <S²>: 0.7647